Below is C33H24LuN6O2S3Se3Te as an isolated structure at a distorted geometry, with properties calculated with ωB97M-V with the def2-TZVPD basis set.

Computed properties:
Charge ... -1
ΔE to the lowest compared entry with this formula, charge and spin ... 55.7 kcal per mole
Multiplicity ... 1
Orbital gap (alpha / beta) ... 3.428 / 3.410 eV
Energy ... -317104.8423 eV
HOMO (alpha / beta) ... -2.31 / -2.30 eV

Cartesian coordinates (Å):
Lu1 10.528 9.850 10.341
C1 10.926 6.043 9.901
C2 11.065 6.737 8.633
C3 11.754 6.114 7.515
C4 11.789 6.743 6.267
C5 11.178 8.021 6.172
C6 10.558 8.584 7.273
N1 10.696 8.037 8.547
C7 9.677 9.784 7.154
C8 9.199 10.253 5.951
C9 8.107 11.192 5.922
C10 7.780 11.866 7.134
C11 8.593 11.556 8.305
N2 9.392 10.449 8.309
C12 8.721 12.333 9.508
C13 8.323 13.624 9.547
C14 8.193 14.297 10.769
C15 8.609 13.684 11.943
C16 9.205 12.455 11.810
C17 9.849 11.845 13.008
N3 9.359 11.829 10.598
H1 10.514 5.029 9.831
H2 10.345 6.577 10.709
H3 11.967 5.850 10.238
H4 12.074 5.111 7.623
H5 12.208 6.192 5.396
H6 11.095 8.607 5.257
H7 9.557 9.818 5.028
H8 7.394 11.163 5.106
H9 7.046 12.656 7.248
H10 7.884 14.046 8.649
H11 7.779 15.360 10.792
H12 8.628 14.220 12.910
H13 9.565 12.345 13.943
H14 10.881 11.890 12.796
H15 9.472 10.812 13.049
Se1 12.381 11.791 9.060
Se2 11.495 12.656 7.125
Te1 14.173 13.680 6.311
Se3 12.026 14.882 6.667
O1 11.889 9.300 11.803
C18 13.122 9.037 12.463
C19 14.349 8.960 11.524
C20 14.972 7.769 11.256
C21 16.042 7.828 10.349
C22 16.311 9.092 10.000
S1 15.011 10.168 10.413
C23 12.994 7.748 13.280
C24 13.933 7.157 14.007
C25 13.424 6.194 14.927
C26 12.121 5.912 14.690
S2 11.449 6.892 13.460
C27 13.401 10.268 13.359
C28 14.187 11.373 13.178
C29 13.825 12.322 14.209
C30 12.958 11.820 15.136
S3 12.243 10.344 14.696
H16 14.574 6.801 11.542
H17 16.459 6.826 10.105
H18 17.109 9.460 9.363
H19 14.989 7.497 14.061
H20 14.078 5.721 15.668
H21 11.539 5.298 15.272
H22 15.021 11.501 12.459
H23 14.244 13.326 14.278
H24 12.595 12.268 16.003
O2 8.889 8.894 10.928
N4 7.863 7.980 10.875
C31 7.404 7.592 12.084
C32 8.007 8.191 13.245
N5 8.392 8.617 14.266
C33 6.570 6.433 12.189
N6 5.682 5.740 12.424